No. 1
Formula: C2H5B
Source: OMol25
Level of theory: wB97M-V/def2-TZVPD

Each line ends with the Löwdin spin population.
Geometry (Å):
B (1.1047, 0.2827, -0.0269)  0.88
C (-0.3381, 0.6499, 0.1173)  0.41
C (-0.0004, -0.8390, 0.0496)  0.42
H (2.1350, 0.6542, 0.0343)  0.07
H (-0.8460, 1.1854, 0.8889)  0.04
H (-0.6281, 1.1382, -1.1340)  0.10
H (-0.3795, -1.3781, -0.6924)  0.04
H (0.0998, -1.5096, 0.8877)  0.04

Results
Spin multiplicity = 3
Total charge = 0
Expectation value of S² = 2.00
Strongest force on any atom = 5.82 eV/Å
E_HOMO (alpha / beta) = -0.2118 / -0.4018 hartree
LUMO (alpha / beta) = 0.86 / -2.77 eV

No. 2
Formula: C2H4N2OS
Source: OMol25
Level of theory: wB97M-V/def2-TZVPD

Each line ends with the Mulliken charge.
Geometry (Å):
C (0.8094, 0.4190, -0.9080)  -0.01
C (-0.3639, -0.5259, -0.7508)  -0.38
N (1.1278, 1.0833, 0.1409)  -0.50
N (-0.5435, -0.5311, 0.7191)  -0.38
O (0.2743, 0.7534, 2.7295)  -0.49
S (-0.1395, 1.0137, 1.3954)  0.49
H (1.3442, 0.4621, -1.8039)  0.42
H (-1.0176, -0.2652, -1.5053)  0.30
H (-0.0631, -1.5548, -1.1123)  0.27
H (-1.4280, -0.8545, 1.0954)  0.27

Results
Total charge = 0
Strongest force on any atom = 3.84 eV/Å
E_HOMO = -0.3448 hartree
LUMO = 0.55 eV

No. 3
Formula: C10H14BrFNO8PS
Source: OMol25
Level of theory: wB97M-V/def2-TZVPD

Each line ends with the Mulliken charge.
Geometry (Å):
C (3.0742, -2.0403, -1.2329)  -1.23
C (3.2114, -0.7589, -0.3501)  0.17
Br (3.4603, -1.1913, 1.5873)  -0.19
C (1.9826, 0.2417, -0.4428)  -0.28
O (0.6976, -0.3906, -0.6520)  -0.14
P (0.2408, -0.5027, -2.2107)  1.11
O (0.9344, 0.3704, -3.1724)  -0.71
O (0.3807, -2.1156, -2.7905)  -0.14
F (0.7776, -1.9765, -4.1076)  -0.13
O (-1.3811, -0.1455, -2.2646)  -0.44
C (-2.1777, -1.1204, -1.6311)  0.50
C (-2.6518, -0.8494, -0.2631)  -0.21
C (-3.5074, -1.8558, 0.3414)  -0.22
N (-3.9212, -3.0281, -0.2066)  -0.56
C (-3.4604, -3.2417, -1.4644)  -0.24
C (-2.6007, -2.3725, -2.2550)  -0.33
H (2.2059, -2.6455, -0.8781)  0.29
H (2.9159, -1.7162, -2.2941)  0.31
H (4.0093, -2.6629, -1.2111)  0.39
H (4.1271, -0.2017, -0.6716)  0.39
H (1.9210, 0.7212, 0.5735)  -0.01
H (2.2293, 1.0703, -1.1491)  0.41
H (-2.3902, 0.0921, 0.2600)  0.30
H (-3.8887, -1.6262, 1.3700)  0.31
H (-3.7934, -4.1889, -1.9614)  0.32
H (-2.2951, -2.6349, -3.2885)  0.35
O (1.9056, 1.5409, 2.9033)  -0.49
S (1.4930, 2.9007, 2.8245)  1.09
O (2.4139, 3.9812, 2.7993)  -0.55
O (0.4097, 3.1674, 3.9921)  -0.32
C (-0.8186, 3.6190, 3.4173)  -0.35
C (-0.8599, 2.9997, 2.0330)  -0.21
O (0.4894, 3.0557, 1.5663)  -0.31
H (-0.7888, 4.7100, 3.3623)  0.29
H (-1.6624, 3.3109, 4.0326)  0.31
H (-1.5230, 3.5358, 1.3566)  0.35
H (-1.1593, 1.9488, 2.0784)  0.18

Results
Total charge = 0
Strongest force on any atom = 3.30 eV/Å
SMILES = C[C@H](Br)CO[P@@](=O)(OF)Oc1ccncc1.O=S1(=O)OCCO1
E_HOMO = -0.3696 hartree
LUMO = -0.06 eV

No. 4
Formula: C26H22IN6Re
Source: OMol25
Level of theory: wB97M-V/def2-TZVPD

Each line ends with the Löwdin spin population.
Geometry (Å):
Re (1.0264, -0.4120, -0.6617)  1.05
N (-0.7667, 1.9572, 3.6344)  0.00
C (0.1002, 1.7807, 2.6380)  0.00
N (0.1865, 0.6857, 1.9396)  0.02
C (-0.5875, -0.3873, 2.2922)  0.00
N (-0.3218, -1.5598, 1.7675)  0.01
N (0.6924, -1.6999, 0.9619)  0.01
C (1.4951, -2.7205, 1.0443)  -0.02
C (2.6708, -2.7014, 0.2189)  0.01
C (3.6337, -3.7123, 0.2324)  -0.01
C (4.7751, -3.5713, -0.5444)  0.01
C (4.9251, -2.4137, -1.2991)  0.00
C (3.9257, -1.4528, -1.2724)  0.01
N (2.8163, -1.5750, -0.5411)  0.02
C (-1.6320, -0.2416, 3.2665)  0.00
C (-2.5500, -1.2522, 3.5686)  0.00
C (-3.5465, -1.0136, 4.4892)  0.00
C (-3.6124, 0.2132, 5.1612)  0.00
C (-2.6911, 1.2109, 4.9160)  0.00
C (-1.7003, 0.9970, 3.9572)  0.00
H (-0.7560, 2.8128, 4.1838)  0.00
H (0.7726, 2.5961, 2.4043)  0.00
H (1.3227, -3.4937, 1.7828)  0.00
H (3.4832, -4.5918, 0.8414)  0.00
H (5.5290, -4.3454, -0.5701)  0.00
H (5.7992, -2.2572, -1.9128)  0.00
H (4.0254, -0.5599, -1.8749)  0.00
H (-2.4679, -2.1948, 3.0557)  0.00
H (-4.2874, -1.7713, 4.6924)  0.00
H (-4.3944, 0.3788, 5.8862)  0.00
H (-2.7378, 2.1461, 5.4551)  0.00
C (2.0802, 1.5003, -0.9256)  -0.04
C (1.3114, 1.7379, -2.1432)  -0.01
C (1.6552, 1.0864, -3.3631)  -0.02
C (0.9236, 1.3074, -4.5117)  0.01
C (-0.1446, 2.2004, -4.5018)  -0.03
C (-0.4700, 2.8898, -3.3320)  0.00
C (0.2358, 2.6647, -2.1729)  -0.01
H (1.9189, 2.2404, -0.1414)  0.00
H (3.1473, 1.3329, -1.0832)  0.01
H (2.5351, 0.4591, -3.4069)  0.00
H (1.2035, 0.8141, -5.4304)  0.00
H (-0.7034, 2.3815, -5.4064)  0.00
H (-1.2627, 3.6218, -3.3474)  0.00
H (0.0173, 3.2424, -1.2871)  0.00
I (-0.2048, -2.2696, -2.7016)  -0.04
C (-1.5859, -0.7805, -2.0402)  0.00
C (-2.8616, -0.6750, -2.5587)  0.00
C (-3.6679, 0.3571, -2.0931)  0.01
C (-3.1708, 1.2124, -1.1180)  0.00
C (-1.8884, 1.0092, -0.6418)  0.01
N (-1.0912, 0.0405, -1.1024)  0.01
H (-3.2148, -1.3770, -3.2988)  0.00
H (-4.6627, 0.4871, -2.4913)  0.00
H (-3.7657, 2.0248, -0.7351)  0.00
H (-1.4615, 1.6412, 0.1213)  0.00

Results
Spin multiplicity = 2
Total charge = +3
Expectation value of S² = 1.15
Strongest force on any atom = 2.83 eV/Å
E_HOMO (alpha / beta) = -0.6071 / -0.6070 hartree
LUMO (alpha / beta) = -10.87 / -10.55 eV

No. 5
Formula: C2H7NO2P2
Source: OMol25
Level of theory: wB97M-V/def2-TZVPD

Each line ends with the Mulliken charge.
Geometry (Å):
H (1.1783, 2.3078, -0.9396)  -0.05
P (2.0802, 1.2563, -0.9834)  0.06
C (0.8281, 0.2539, -1.6195)  0.49
N (-0.5058, 0.4920, -1.9913)  -0.54
C (1.3584, -1.1257, -1.6263)  0.22
O (2.4766, -1.4369, -1.3169)  -0.50
O (0.4374, -2.0894, -1.9387)  -0.48
H (-0.9572, 0.0473, -2.7946)  0.18
H (-0.7654, 1.4762, -1.9292)  0.23
H (-0.3855, -1.6659, -2.3210)  0.35
P (-0.0884, -0.8895, 1.5544)  -0.11
H (1.1171, -1.3356, 0.9919)  0.04
H (0.6061, 0.3664, 1.6898)  0.02
H (-0.0098, -1.4343, 2.9185)  0.08

Results
Total charge = 0
Strongest force on any atom = 1.88 eV/Å
SMILES = [H]/P=C(\N)C(=O)O.P
E_HOMO = -0.3237 hartree
LUMO = -0.66 eV

No. 6
Formula: C4H5NO
Source: OMol25
Level of theory: wB97M-V/def2-TZVPD

Each line ends with the Löwdin spin population.
Geometry (Å):
C (-0.0183, -0.2974, 0.4441)  0.74
C (0.6685, -1.1768, 1.2809)  0.17
C (-0.3882, 0.5088, -0.3454)  0.86
C (-0.6654, -0.4860, -2.8447)  0.02
N (0.1044, -1.3885, -2.8783)  0.03
O (-1.4173, 0.3727, -3.1395)  0.01
H (1.2350, -0.7336, 2.0503)  0.00
H (1.2684, -1.7746, 0.6825)  0.04
H (-0.8408, 1.3452, -1.0113)  0.06
H (-0.0513, -1.9847, 1.8262)  0.08
H (0.1879, -2.1864, -2.2794)  0.00

Results
Spin multiplicity = 3
Total charge = 0
Expectation value of S² = 2.01
Strongest force on any atom = 15.57 eV/Å
E_HOMO (alpha / beta) = -0.1606 / -0.3888 hartree
LUMO (alpha / beta) = 0.75 / -2.73 eV

No. 7
Formula: C6H22N8O6Zn
Source: OMol25
Level of theory: wB97M-V/def2-TZVPD

Each line ends with the Mulliken charge.
Geometry (Å):
Zn (0.7629, 0.0827, -0.5494)  1.61
C (1.2818, -4.0792, -1.9726)  0.57
O (1.2902, -2.8866, -1.7556)  -0.62
N (2.1324, -4.9067, -1.3435)  -0.47
N (0.6910, -4.6362, -2.9644)  -0.35
H (2.6543, -5.6378, -1.8053)  0.24
H (2.7055, -4.4952, -0.6208)  0.22
H (1.0386, -5.5135, -3.3246)  0.20
H (-0.0205, -4.1355, -3.4775)  0.22
C (0.3193, -1.7082, 3.4495)  0.64
O (0.5865, -1.5640, 2.3208)  -0.57
N (-0.6596, -1.1394, 4.0156)  -0.36
N (0.9375, -2.5074, 4.2949)  -0.42
H (-1.1253, -0.3533, 3.5852)  0.22
H (-0.7887, -1.3297, 4.9990)  0.16
H (1.8543, -2.7785, 3.9692)  0.21
H (0.6270, -2.7561, 5.2232)  0.18
C (-4.0060, 0.1027, -0.8760)  0.62
O (-2.8558, -0.1446, -0.5247)  -0.63
N (-4.8167, -0.8673, -0.9548)  -0.36
N (-4.5378, 1.2566, -1.3120)  -0.38
H (-5.8111, -0.7603, -1.0953)  0.18
H (-4.3960, -1.7769, -1.0804)  0.23
H (-5.5362, 1.3487, -1.4343)  0.19
H (-3.9540, 1.8585, -1.8751)  0.21
C (-0.4067, 3.6192, 2.1827)  0.59
O (0.0597, 2.7777, 1.4300)  -0.64
N (-1.4148, 4.4405, 1.8718)  -0.43
N (-0.1389, 3.7518, 3.4264)  -0.33
H (-1.5936, 4.5523, 0.8841)  0.21
H (-1.7673, 5.2233, 2.4038)  0.21
H (0.6596, 3.4203, 3.9485)  0.21
H (-0.7771, 4.3890, 3.8810)  0.17
C (3.4362, 1.8882, -2.0894)  -0.40
C (2.3515, 1.7738, -3.2808)  -0.43
O (1.0257, 1.6655, -2.7708)  -0.44
O (3.2162, 0.9538, -1.0665)  -0.37
H (3.3828, 2.7914, -1.4816)  0.33
H (4.4550, 1.8430, -2.4742)  0.36
H (2.4105, 0.8393, -3.8387)  0.30
H (2.3032, 2.6506, -3.9267)  0.38
H (0.4328, 1.9673, -3.4628)  0.27
H (3.9919, 0.7806, -0.5280)  0.25

Results
Total charge = +2
Strongest force on any atom = 7.68 eV/Å
E_HOMO = -0.5370 hartree
LUMO = -10.42 eV

No. 8
Formula: C4H8NOS
Source: OMol25
Level of theory: wB97M-V/def2-TZVPD

Each line ends with the Mulliken charge.
Geometry (Å):
C (0.6854, 1.1266, -0.2595)  -0.90
C (-1.7436, 1.2569, -0.5776)  -0.49
S (-2.9843, 0.2759, 0.0518)  -0.39
C (1.6371, 0.0953, -0.2921)  0.39
N (1.3057, -1.1949, 0.1417)  -0.17
C (0.0815, -1.6032, 0.7296)  -0.89
O (2.8447, 0.2885, -0.4818)  -0.77
H (-0.4847, 0.8820, -0.3617)  0.26
H (0.9606, 2.1508, -0.0569)  0.25
H (-1.7239, 2.2862, -0.2304)  0.26
H (-1.7513, 1.3575, -1.6624)  0.30
H (2.1187, -1.6674, 0.4227)  0.24
H (-0.7099, -1.7972, -0.0021)  0.24
H (-0.3919, -0.8638, 1.3905)  0.33
H (0.1560, -2.5933, 1.1879)  0.35

Results
Total charge = -1
Strongest force on any atom = 3.34 eV/Å
E_HOMO = -0.1145 hartree
LUMO = 3.33 eV

No. 9
Formula: CH3ClN3O
Source: OMol25
Level of theory: wB97M-V/def2-TZVPD

Each line ends with the Mulliken charge.
Geometry (Å):
H (2.0891, -1.5675, 1.2476)  0.36
N (1.2105, -1.4337, 0.7083)  -0.50
N (0.9547, -0.5056, -0.0233)  0.76
Cl (2.2212, 0.8015, -0.0880)  0.09
N (-0.0312, -0.3518, -0.7129)  -0.14
C (-1.0652, 0.2523, -0.8174)  0.10
O (-1.4957, 0.9931, 0.6920)  -0.47
H (-1.7477, 0.1475, -1.5184)  0.46
H (-2.1357, 1.6641, 0.5123)  0.34

Results
Total charge = +1
Strongest force on any atom = 9.85 eV/Å
SMILES = [H]/N=[N+](Cl)/N=C\O
E_HOMO = -0.6056 hartree
LUMO = -6.82 eV

No. 10
Formula: C7H14O2
Source: OMol25
Level of theory: wB97M-V/def2-TZVPD

Each line ends with the Mulliken charge.
Geometry (Å):
C (0.1285, 1.8853, -0.8216)  -1.54
C (-0.4489, 0.7081, -0.6473)  0.43
C (-1.7601, 0.3720, -1.4360)  -1.43
C (0.1196, -0.4303, 0.1448)  2.70
C (1.1519, -1.1847, -0.6996)  -1.84
C (-0.9356, -1.4014, 0.6748)  -2.06
C (0.8504, 0.1782, 1.4723)  -0.85
O (2.0438, 0.8738, 1.1992)  -0.55
O (0.0118, 1.0058, 2.1984)  -0.54
H (-0.3253, 2.6421, -1.4416)  0.33
H (1.0651, 2.1496, -0.3610)  0.34
H (-1.9635, 1.1722, -2.1429)  0.45
H (-1.6726, -0.5547, -1.9999)  0.31
H (-2.5906, 0.2883, -0.7383)  0.29
H (0.6514, -1.7068, -1.5124)  0.41
H (1.6689, -1.9282, -0.0932)  0.40
H (1.8778, -0.5001, -1.1326)  0.43
H (-0.4543, -2.1639, 1.2852)  0.51
H (-1.6560, -0.8764, 1.2972)  0.42
H (-1.4562, -1.9039, -0.1351)  0.40
H (1.0630, -0.6751, 2.1350)  0.59
H (2.7605, 0.2433, 1.0787)  0.33
H (-0.1297, 1.8070, 1.6760)  0.47

Results
Total charge = 0
Strongest force on any atom = 2.37 eV/Å
SMILES = C=C(C)C(C)(C)C(O)O
E_HOMO = -0.3475 hartree
LUMO = 0.74 eV

No. 11
Formula: C22H16BrN3O2S2
Source: OMol25
Level of theory: wB97M-V/def2-TZVPD

Each line ends with the Mulliken charge.
Geometry (Å):
O (-3.2248, 1.4815, -0.8751)  -0.59
Br (-2.9875, 1.1852, -9.5450)  -0.08
N (1.2443, 2.3063, -1.7950)  -0.47
N (-0.0761, 1.7518, -0.0060)  -1.12
O (0.1272, -3.4949, 5.6901)  -0.42
S (-2.1035, 1.5339, -6.4491)  -0.08
S (-0.7677, 2.4271, -3.6518)  -0.29
C (-2.2025, 1.7702, -1.5223)  0.26
C (0.0072, 2.1617, -2.1070)  0.39
C (1.1407, 2.0194, -0.4840)  0.22
C (-3.2394, 1.2849, -7.7506)  0.17
C (-4.5573, 1.0513, -7.2781)  -0.34
C (-4.6586, 1.2360, -5.8751)  -0.79
C (-3.4078, 1.3919, -5.2343)  0.41
C (-3.3051, 1.3642, -3.7142)  -0.20
C (-2.2699, 1.7929, -2.9683)  0.28
C (2.7130, 1.2280, 2.9025)  -0.32
C (0.3726, -3.2041, 3.2944)  -0.28
C (0.6287, -2.7938, 4.6091)  0.61
C (2.2646, 0.9503, 1.6019)  0.41
C (2.4176, 0.4034, 4.0651)  -1.05
C (0.7223, -2.3629, 2.2582)  -1.13
C (1.2773, -1.6261, 4.8934)  -0.64
C (1.4991, -0.2198, 1.4643)  0.13
C (1.6007, -0.7274, 3.8354)  0.57
C (1.3361, -1.1271, 2.5533)  0.43
N (-0.8933, 1.8982, -1.0890)  0.62
C (0.4655, -4.8516, 5.6226)  -0.89
C (3.5619, 1.2714, -0.4302)  -1.42
C (2.4740, 1.9437, 0.3667)  0.23
H (-5.4596, 0.7460, -7.9162)  0.30
H (-5.5137, 1.0050, -5.2958)  0.40
H (-4.1102, 1.0051, -3.1222)  0.44
H (3.2653, 2.2413, 3.0362)  0.22
H (-0.2957, -4.0676, 3.2320)  0.34
H (2.7712, 0.8538, 4.9719)  0.37
H (0.3296, -2.4616, 1.2154)  0.28
H (1.7804, -1.4098, 5.8140)  0.38
H (1.2882, -0.5157, 0.4030)  0.17
H (1.5342, -5.0257, 5.7718)  0.28
H (-0.1043, -5.3137, 6.3384)  0.32
H (0.1593, -5.3435, 4.7217)  0.34
H (4.6586, 1.4355, -0.0965)  0.26
H (3.2889, 0.2196, -0.5116)  0.36
H (3.5540, 1.5405, -1.5156)  0.43
H (2.6945, 3.0455, 0.5715)  0.47

Results
Total charge = 0
Strongest force on any atom = 5.22 eV/Å
E_HOMO = -0.2863 hartree
LUMO = -1.18 eV

No. 12
Formula: C4H7NO
Source: OMol25
Level of theory: wB97M-V/def2-TZVPD

Each line ends with the Mulliken charge.
Geometry (Å):
C (0.8925, -0.9876, 0.7707)  -0.78
C (0.9144, -0.7902, -0.5535)  -0.25
C (-1.2755, 1.0249, -0.5300)  -0.33
O (-2.0038, 0.1690, -0.0520)  -0.40
C (1.4052, 0.4141, -1.1513)  0.26
N (1.9935, 1.2019, -1.7699)  -0.41
H (1.2215, -1.9668, 1.1153)  0.23
H (0.8534, -0.1433, 1.4448)  0.52
H (-1.0057, -0.5433, 2.2089)  -0.07
H (1.0552, -1.6327, -1.2178)  0.33
H (-1.2587, 1.1807, -1.6129)  0.37
H (-0.7447, 1.7625, 0.0907)  0.39
H (-2.0480, 0.2381, 1.3107)  0.15

Results
Total charge = 0
Strongest force on any atom = 3.32 eV/Å
E_HOMO = -0.3024 hartree
LUMO = -0.94 eV